(1)
DFT (wB97M-V/def2-TZVPD) results for one molecule with the formula C2H8N4O in a non-equilibrium geometry.

The geometry in ORCA input format:
```
! wB97M-V def2-TZVPD RIJCOSX def2/J DEFGRID3
* xyz 0 1
C 0.3962 1.2259 -0.5062
N -1.6075 -1.0113 0.7284
C 0.4178 -0.0079 0.3722
N -2.6903 -0.2762 0.2748
N 2.6641 -0.4356 0.1219
O -0.6223 -0.1091 1.2795
N 1.4652 -0.6885 0.6793
H -0.9143 -1.4276 -0.0424
H -3.5584 -0.7115 0.5564
H -2.6847 -0.0223 -0.7134
H 3.2652 -1.2460 0.1415
H 2.7063 0.0998 -0.7408
H 0.7308 0.9894 -1.5184
H 1.0475 1.9950 -0.0919
H -0.6157 1.6259 -0.5410
*
```

Properties
SMILES string: C/C(=N\N)ONN
Frontier orbital gap: 9.447 eV

Charges per atom according to Löwdin partitioning, unit e: -0.021, -0.119, -0.463, -0.010, 0.014, -0.118, 0.021, 0.152, 0.075, 0.077, 0.087, 0.080, 0.071, 0.085, 0.070

***

(2)
DFT (wB97M-V/def2-TZVPD) results for C20H37CeClN3OP as an isolated structure in a non-equilibrium geometry.

The geometry in ORCA input format:
```
! wB97M-V def2-TZVPD RIJCOSX def2/J DEFGRID3
* xyz 2 1
C -4.2232 -2.3920 -3.5164
C -5.2307 -1.4663 -4.1977
C -3.3460 -3.0599 -4.5893
C -4.9385 -3.5038 -2.7306
Cl -3.2504 -1.4133 -2.4147
H -4.0002 -3.6232 -5.2732
H -2.6376 -3.7746 -4.1503
H -2.8058 -2.3037 -5.1717
H -5.8982 -2.0829 -4.7984
H -4.7292 -0.7615 -4.8716
H -5.8406 -0.8946 -3.4896
H -5.6258 -4.0031 -3.4295
H -5.5159 -3.1103 -1.8785
H -4.2275 -4.2596 -2.3598
C 1.4136 1.6104 -1.6071
C 1.8024 0.3610 -2.2107
C 0.6936 -0.0941 -3.0035
H 2.7502 -0.1546 -2.0416
C -0.3765 0.8351 -2.8690
C 0.0612 1.8840 -2.0062
H -0.5020 2.7861 -1.7448
H 2.0459 2.2456 -0.9904
H 0.6655 -1.0229 -3.5860
H -1.3402 0.7933 -3.3806
C 0.6132 -2.4695 1.0093
C 1.6789 -2.3707 0.0483
C 1.1045 -2.6183 -1.2448
H 2.7293 -2.1882 0.2605
C -0.2987 -2.8824 -1.0927
C -0.6057 -2.7892 0.3094
H -1.5934 -2.9767 0.7612
H 0.7258 -2.3345 2.0876
H 1.6559 -2.6010 -2.1816
H -1.0074 -3.1448 -1.8983
Ce 0.1575 -0.3684 -0.4396
C -0.2024 3.5616 1.6424
N 1.1802 3.1605 1.8997
C 2.1859 4.2182 1.8586
P 1.4514 1.6179 2.3290
O 0.6033 0.7925 1.3488
N 3.0140 1.1569 2.2785
C 3.2636 -0.2789 2.5040
C 4.0463 1.8633 1.5348
N 0.9392 1.1120 3.8193
C 1.7741 1.2723 5.0171
C -0.4700 0.8095 4.0825
H -0.5284 3.2765 0.6351
H -0.2786 4.6451 1.7523
H -0.8791 3.0981 2.3709
H 2.8885 4.1597 2.7160
H 2.7700 4.1847 0.9153
H 1.6635 5.1865 1.8795
H 3.6233 -0.7624 1.5836
H 4.0002 -0.3908 3.3123
H 2.3347 -0.7845 2.8035
H 3.7240 2.1553 0.5205
H 4.3580 2.7646 2.0779
H 4.9193 1.2073 1.4440
H 1.3345 2.0271 5.7008
H 1.8944 0.3008 5.5418
H 2.7705 1.6111 4.7007
H -0.9448 1.6140 4.6788
H -0.9791 0.7132 3.1042
H -0.5605 -0.1433 4.6402
*
```

Properties
Frontier orbital gap: 6.971 eV

Charges per atom according to Löwdin partitioning, unit e: -0.969, -0.112, -0.103, -0.105, 0.698, 0.103, 0.077, 0.083, 0.094, 0.087, 0.087, 0.098, 0.088, 0.084, -0.148, -0.175, -0.147, 0.139, -0.115, -0.114, 0.131, 0.110, 0.139, 0.120, -0.148, -0.150, -0.159, 0.122, -0.137, -0.118, 0.146, 0.129, 0.132, 0.114, 1.381, -0.052, -0.280, -0.076, 0.612, -0.431, -0.281, -0.063, -0.075, -0.304, -0.074, -0.082, 0.073, 0.102, 0.088, 0.098, 0.087, 0.098, 0.083, 0.112, 0.075, 0.077, 0.085, 0.105, 0.102, 0.105, 0.080, 0.102, 0.072, 0.103

***

(3)
DFT (wB97M-V/def2-TZVPD) results for C24H67N6O8V as an isolated structure in a non-equilibrium geometry.

The geometry in ORCA input format:
```
! wB97M-V def2-TZVPD RIJCOSX def2/J DEFGRID3
* xyz 1 2
O 11.9904 16.2376 -10.2470
V 11.9558 17.6218 -9.4873
O 10.6775 18.3577 -10.9873
H 9.7427 18.2446 -11.1579
C 9.8901 20.1974 -6.4524
C 10.4631 19.0014 -7.2212
C 9.4568 17.9388 -7.6540
O 10.1221 16.8936 -8.3989
C 9.1750 15.9054 -8.7869
N 11.3001 19.5115 -8.3890
H 10.6712 20.9407 -6.2915
H 9.5336 19.8522 -5.4821
H 9.0944 20.6916 -7.0096
H 11.1583 18.4975 -6.5381
H 8.7038 18.4322 -8.2732
H 9.0438 17.4729 -6.7597
H 9.7207 15.2470 -9.4633
H 8.2992 16.3496 -9.2594
H 8.8660 15.2579 -7.9627
H 10.5987 20.1780 -8.8438
H 11.8097 20.2008 -7.8329
C 9.6583 23.0653 -11.3434
C 10.4258 22.2182 -10.3148
C 10.9011 23.0209 -9.1090
O 11.8595 23.9526 -9.5416
C 12.1467 24.9168 -8.5421
N 9.5402 21.0610 -9.9690
H 8.5874 23.0826 -11.1551
H 9.8737 22.6815 -12.3398
H 10.0464 24.0891 -11.3318
H 11.2587 21.7376 -10.8335
H 11.2759 22.3554 -8.3260
H 10.0118 23.5777 -8.7806
H 12.2033 24.5751 -7.5045
H 11.3350 25.6531 -8.5810
H 13.0932 25.3834 -8.8046
H 9.7595 20.3237 -10.6368
H 8.5568 21.2442 -10.1134
C 8.4102 14.7911 -16.4430
C 7.1437 14.2663 -15.7730
C 6.9967 14.8204 -14.3312
O 8.0567 14.3749 -13.5206
C 8.0206 14.9465 -12.2475
N 5.9926 14.4246 -16.6325
H 8.6165 14.2555 -17.3701
H 9.2355 14.5708 -15.7636
H 8.3536 15.8521 -16.6926
H 7.2399 13.1839 -15.6382
H 5.9903 14.5175 -14.0124
H 7.0569 15.9206 -14.3130
H 8.8272 14.5298 -11.6428
H 7.1194 14.7012 -11.6721
H 8.1236 16.0389 -12.2370
H 5.1555 13.9633 -16.2978
H 5.7605 15.4105 -16.7244
C 7.4331 19.5349 -12.5083
C 8.2842 19.3798 -13.7772
C 7.8219 20.2294 -14.9534
O 6.5813 19.8196 -15.4681
C 5.4479 20.5614 -15.0210
N 9.6774 19.7596 -13.4734
H 7.3475 20.5935 -12.2537
H 7.9431 19.0730 -11.6543
H 6.4574 19.0551 -12.5398
H 8.3657 18.3180 -14.0412
H 8.5470 20.0205 -15.7447
H 7.9425 21.2809 -14.6725
H 5.5481 21.6367 -15.1648
H 5.2895 20.3497 -13.9597
H 4.6022 20.1264 -15.5469
H 10.0133 19.3114 -12.6233
H 10.3652 19.5957 -14.1981
C 11.8345 15.1558 -13.6665
C 12.1438 16.4838 -14.3386
C 11.0724 16.8971 -15.3285
O 11.2977 18.1262 -15.9729
C 10.3778 18.3195 -17.0356
N 12.3715 17.4893 -13.2762
H 11.4235 14.4179 -14.3569
H 11.2576 15.2128 -12.7460
H 12.8132 14.7528 -13.3907
H 13.0964 16.4697 -14.8784
H 10.0712 16.8523 -14.8645
H 10.9484 16.0837 -16.0604
H 10.5881 17.5694 -17.8026
H 10.5202 19.3295 -17.4125
H 9.3373 18.2171 -16.7113
H 12.3601 18.4186 -13.6890
H 11.5030 17.4891 -12.7354
C 14.7081 20.4511 -9.5484
C 13.9976 19.9754 -10.7977
C 14.8614 20.1965 -12.0466
O 14.0475 20.1261 -13.1842
C 14.7288 20.0790 -14.4134
N 13.6462 18.5182 -10.6323
H 15.5511 19.7784 -9.3581
H 14.0668 20.4229 -8.6675
H 15.1055 21.4574 -9.6735
H 13.0611 20.5199 -10.9350
H 15.6524 19.4367 -12.1216
H 15.3524 21.1736 -11.9886
H 15.3532 20.9451 -14.6485
H 13.9707 19.9891 -15.1912
H 15.3719 19.1957 -14.5035
H 13.2939 18.3671 -11.5982
H 14.5455 18.0403 -10.5804
*
```

Properties
Frontier orbital gap (spin up / spin down): 6.907 / 7.235 eV

Here are the Löwdin charges for atoms 1 to 99, given in e: -0.267, 1.067, -0.357, -0.034, -0.035, -0.382, -0.149, -0.284, -0.057, -0.010, 0.081, 0.092, 0.085, 0.141, 0.139, 0.145, 0.086, 0.104, 0.109, 0.044, 0.069, -0.039, -0.370, -0.217, -0.181, -0.096, 0.037, 0.076, 0.073, 0.081, 0.124, 0.101, 0.137, 0.088, 0.094, 0.091, 0.031, 0.076, -0.056, -0.437, -0.205, -0.173, -0.135, 0.039, 0.084, 0.058, 0.070, 0.143, 0.124, 0.118, 0.076, 0.093, 0.076, 0.073, 0.076, -0.045, -0.406, -0.211, -0.174, -0.085, 0.066, 0.078, 0.047, 0.078, 0.115, 0.104, 0.133, 0.091, 0.068, 0.091, 0.010, 0.060, -0.040, -0.395, -0.238, -0.188, -0.093, 0.054, 0.081, 0.062, 0.083, 0.142, 0.117, 0.115, 0.097, 0.094, 0.073, 0.054, 0.035, -0.047, -0.369, -0.194, -0.195, -0.095, 0.018, 0.091, 0.061, 0.090, 0.128